1.
Entry from the OMol25 dataset: 4 unconnected molecules or ions with the total composition C28H60N2O4P in a non-equilibrium geometry (the ωB97M-V functional and the def2-TZVPD basis).

Element x y z (Å)
C: 6.188 -3.731 3.545
C: 5.440 -2.793 2.425
C: 6.488 -2.738 1.179
C: 4.080 -3.596 2.058
C: 3.094 -2.709 1.136
O: 3.572 -2.467 -0.215
C: 3.977 -3.654 -0.862
N: 4.598 -4.584 -1.342
P: 1.394 -3.647 1.137
O: 0.208 -2.755 2.028
O: 1.590 -5.236 1.788
C: 2.885 -1.300 1.906
C: 4.280 -0.583 2.347
C: 4.963 0.240 1.124
C: 3.832 0.575 3.423
N: 5.214 -1.478 3.087
O: 6.322 -0.886 3.461
H: 5.590 -3.621 4.522
H: 6.005 -4.817 3.182
H: 7.293 -3.470 3.650
H: 6.611 -3.834 0.826
H: 6.103 -2.133 0.288
H: 7.503 -2.377 1.583
H: 3.525 -3.732 3.072
H: 4.272 -4.657 1.670
H: 0.376 -2.912 3.000
H: 1.173 -5.254 2.689
H: 2.353 -1.555 2.907
H: 2.183 -0.573 1.348
H: 4.799 -0.245 0.098
H: 6.092 0.389 1.246
H: 4.512 1.307 1.051
H: 3.970 0.243 4.512
H: 2.758 0.954 3.202
H: 4.534 1.474 3.266
C: -4.261 2.279 2.156
C: -2.772 2.579 2.059
C: -1.931 1.359 1.679
C: -1.968 0.201 2.681
C: -1.531 0.550 4.103
C: -0.085 1.008 4.187
H: -4.475 1.549 2.941
H: -4.814 3.192 2.394
H: -4.643 1.890 1.208
H: -2.420 3.009 3.002
H: -2.623 3.352 1.295
H: -0.894 1.680 1.530
H: -2.271 0.984 0.707
H: -1.327 -0.603 2.302
H: -2.980 -0.215 2.718
H: -1.649 -0.340 4.731
H: -2.187 1.315 4.531
H: 0.589 0.236 3.802
H: 0.189 1.208 5.226
H: 0.083 1.926 3.618
C: 3.084 -2.841 -7.709
C: 1.865 -2.338 -6.947
C: 2.160 -1.122 -6.067
C: 3.175 -1.358 -4.944
C: 2.818 -2.477 -3.964
C: 1.532 -2.216 -3.193
H: 3.871 -3.182 -7.031
H: 2.808 -3.685 -8.346
H: 3.496 -2.054 -8.348
H: 1.443 -3.151 -6.349
H: 1.094 -2.059 -7.674
H: 1.218 -0.763 -5.638
H: 2.530 -0.307 -6.700
H: 3.294 -0.422 -4.385
H: 4.157 -1.573 -5.380
H: 3.638 -2.581 -3.245
H: 2.745 -3.436 -4.486
H: 1.599 -1.282 -2.627
H: 1.346 -3.027 -2.483
H: 0.667 -2.155 -3.858
C: -8.891 3.385 -2.698
C: -8.254 4.733 -2.387
C: -6.882 4.616 -1.721
C: -6.876 3.928 -0.352
C: -7.776 4.567 0.706
C: -7.374 5.994 1.057
H: -9.080 2.810 -1.788
H: -9.849 3.529 -3.204
H: -8.247 2.792 -3.353
H: -8.933 5.327 -1.768
H: -8.135 5.284 -3.327
H: -6.452 5.619 -1.626
H: -6.210 4.064 -2.387
H: -5.846 3.912 0.021
H: -7.167 2.879 -0.472
H: -7.725 3.960 1.617
H: -8.822 4.549 0.384
H: -6.345 6.030 1.423
H: -8.026 6.387 1.842
H: -7.458 6.660 0.195

For the LUMO energy (alpha / beta), the calculation gives -0.19 / -0.42 eV. As for the net charge: 0. The value obtained for the orbital gap (alpha / beta) is 0.3162 / 0.3075 Ha. Its spin multiplicity is 2.

2.
Entry from the OMol25 dataset: a single C3H4O2 molecule in a non-equilibrium geometry (the ωB97M-V functional and the def2-TZVPD basis).

Element x y z (Å)
C: 0.945 0.375 -1.159
C: -0.399 0.099 -0.453
C: -0.333 -0.446 0.958
O: 0.354 1.399 -0.641
O: 1.907 0.036 -1.833
H: -1.386 0.063 -1.049
H: -0.146 -1.452 0.983
H: -1.225 -0.193 1.550
H: 0.283 0.120 1.644

The SMILES is C[C@H]1OC1=O. For the LUMO energy, the calculation gives 0.84 eV. As for the net charge: 0. The value obtained for the orbital gap is 0.4015 Ha.

3.
Entry from the OMol25 dataset: 40 unconnected molecules or ions with the total composition H80O40 in a non-equilibrium geometry (the ωB97M-V functional and the def2-TZVPD basis).

Element x y z (Å)
H: -4.993 -2.245 0.864
H: -4.863 -3.775 1.272
O: -4.480 -3.046 0.787
H: -5.183 -0.560 -3.486
H: -5.290 -1.271 -2.131
O: -5.554 -0.422 -2.552
H: 3.374 2.326 -0.906
H: 2.842 3.456 -1.709
O: 3.461 3.273 -0.990
H: 3.371 3.036 2.920
H: 1.877 3.554 2.886
O: 2.788 3.792 2.735
H: 4.900 1.982 0.128
H: 5.544 2.742 -0.956
O: 5.746 2.023 -0.363
H: -4.047 -3.735 -1.829
O: -3.144 -3.599 -1.502
H: 1.262 5.802 0.525
O: 0.782 6.490 0.124
H: 0.363 5.854 3.151
H: 0.017 4.598 2.232
O: -0.287 5.305 2.726
H: -2.245 1.329 5.498
H: -3.483 1.806 4.936
O: -2.698 2.177 5.429
H: -1.010 5.624 -1.728
H: -1.465 4.779 -0.328
O: -0.741 5.044 -0.989
H: -1.247 -1.904 -3.411
H: -2.391 -2.084 -4.369
O: -1.457 -2.189 -4.248
H: 1.837 -2.270 -5.632
O: 1.284 -1.454 -5.531
H: -0.399 -4.611 1.869
H: -1.941 -4.488 1.751
O: -1.171 -5.072 1.620
H: -4.307 -0.894 0.267
H: -3.671 -1.855 -0.725
O: -3.400 -1.108 -0.262
H: 3.474 2.630 -3.307
H: 2.023 2.915 -3.572
O: 2.831 2.574 -3.993
H: -1.597 2.439 3.485
H: -3.014 2.040 2.800
O: -2.025 1.808 2.948
H: 3.131 -3.318 1.606
H: 4.200 -4.222 1.811
O: 3.290 -4.373 1.466
H: -4.528 3.515 3.148
H: -4.406 2.258 3.795
O: -4.829 2.573 2.975
H: 2.837 -3.024 -2.298
O: 3.496 -2.583 -1.703
H: 0.868 2.441 5.979
H: 2.215 2.149 5.456
O: 1.320 2.221 5.124
H: 5.334 -2.035 1.061
O: 5.205 -2.908 0.702
H: -2.144 -1.123 1.519
H: -2.835 -1.250 2.905
O: -2.423 -1.682 2.175
H: 0.760 -4.419 -2.001
H: -0.498 -4.317 -2.910
O: 0.380 -4.007 -2.806
H: -0.176 -4.654 4.982
H: -1.022 -3.395 4.190
O: -0.590 -3.773 4.989
H: 2.598 1.377 -5.622
H: 2.782 -0.084 -6.008
O: 3.145 0.760 -6.063
H: 2.181 -0.621 -3.595
H: 1.104 -1.663 -3.001
O: 1.851 -1.148 -2.881
H: 2.637 0.491 0.547
H: 3.153 -0.156 -0.770
O: 3.142 0.643 -0.304
H: -2.090 2.832 1.582
H: -2.946 4.175 1.190
O: -2.419 3.408 0.904
H: -1.859 0.276 -3.941
H: -3.226 0.328 -3.988
O: -2.520 0.111 -4.600
H: -1.098 -1.076 -1.247
H: -0.041 -0.277 -1.667
O: -0.709 -0.799 -2.101
H: -1.441 -5.768 -0.469
H: -1.708 -5.316 -1.818
O: -1.154 -5.974 -1.377
H: 0.199 -1.008 6.410
O: -0.618 -1.199 6.047
H: 5.701 -1.241 3.283
H: 6.013 0.093 2.753
O: 5.363 -0.600 2.695
H: 4.161 -2.122 -2.327
H: -3.261 -3.342 -0.559
H: 4.659 -2.715 -0.059
H: -0.110 6.409 0.192
H: 0.304 -1.746 -5.704
H: -0.382 -1.660 5.261
O: -5.060 2.880 0.234
H: -4.536 2.355 -0.409
H: -5.243 3.741 -0.285
O: 1.409 -1.252 0.676
H: 1.613 -1.554 -0.198
H: 1.539 -1.939 1.303
O: 0.088 1.925 -0.064
H: 0.085 2.418 -0.874
H: -0.690 1.308 -0.188
O: -1.215 -0.206 -6.858
H: -1.999 -0.171 -6.385
H: -0.600 0.481 -6.753
O: -4.970 -0.124 1.604
H: -4.066 -0.018 1.845
H: -5.177 0.805 1.510
O: 5.507 -0.474 -1.919
H: 5.035 -0.421 -2.783
H: 5.704 0.473 -1.833
O: 2.696 0.346 3.540
H: 1.802 0.236 3.268
H: 3.406 -0.079 3.205

For the LUMO energy (alpha / beta), the calculation gives -3.28 / -10.16 eV. As for the net charge: +1. The value obtained for the orbital gap (alpha / beta) is 0.3076 / 0.0545 Ha. Its spin multiplicity is 2.

Which formula does entry 2 have?
C3H4O2